{
  "formula": "C33H34CuN6P",
  "method": "wB97M-V/def2-TZVPD",
  "multiplicity": 1,
  "de_lowest_kcal_mol": 0.0,
  "gap_ev": 7.21,
  "total_energy_ev": -97642.1322,
  "homo_ha": -0.2662,
  "lumo_energy_ev": -0.036,
  "symbols": ["Cu", "C", "C", "C", "C", "C", "C", "P", "C", "C", "C", "C", "C", "C", "C", "C", "C", "C", "C", "C", "H", "H", "H", "H", "H", "H", "H", "H", "H", "H", "H", "H", "H", "H", "N", "C", "C", "C", "C", "C", "C", "C", "C", "N", "C", "H", "H", "H", "H", "H", "H", "H", "H", "C", "N", "C", "N", "C", "N", "C", "N", "C", "C", "H", "H", "H", "H", "H", "H", "H", "H", "H", "H", "H", "H"],
  "coordinates": [[0.4490, 0.1630, -0.8137], [-4.3277, -1.7283, 1.2258], [-3.5356, -1.4425, 2.3325], [-2.6711, -0.3562, 2.3014], [-2.5995, 0.4747, 1.1792], [-3.3989, 0.1806, 0.0772], [-4.2559, -0.9171, 0.1004], [-1.3645, 1.8350, 1.2072], [-2.2721, 3.1444, 2.1285], [-1.6132, 4.3689, 2.2836], [-2.1914, 5.4028, 3.0038], [-3.4362, 5.2243, 3.6002], [-4.0944, 4.0131, 3.4615], [-3.5174, 2.9788, 2.7283], [-1.3625, 2.4559, -0.5150], [-2.1959, 3.5022, -0.9185], [-2.1403, 3.9796, -2.2218], [-1.2474, 3.4007, -3.1118], [-0.4460, 2.3389, -2.7044], [-0.4648, 1.8120, -1.4023], [-4.9974, -2.5812, 1.2412], [-3.5816, -2.0751, 3.2122], [-2.0355, -0.1462, 3.1572], [-3.3431, 0.8073, -0.8055], [-4.8737, -1.1359, -0.7634], [-0.6422, 4.5096, 1.8180], [-1.6728, 6.3494, 3.1044], [-3.8872, 6.0275, 4.1723], [-5.0674, 3.8714, 3.9185], [-4.0474, 2.0404, 2.6161], [-2.8863, 3.9545, -0.2140], [-2.7874, 4.7905, -2.5377], [-1.1746, 3.7744, -4.1284], [0.2253, 1.9107, -3.4449], [1.9338, 0.3780, 1.7220], [1.8215, -0.9478, 2.0879], [2.6578, -1.4786, 3.0507], [2.5405, -2.8063, 3.4934], [1.5725, -3.6249, 2.9875], [0.7157, -3.1372, 1.9751], [-0.2986, -3.9509, 1.4184], [-1.0933, -3.4611, 0.4324], [-0.8538, -2.1584, -0.0397], [0.0886, -1.3714, 0.4258], [0.8544, -1.8155, 1.4763], [1.0861, 0.8201, 1.3841], [2.4270, 0.9557, 2.3816], [3.4064, -0.8277, 3.4939], [3.2170, -3.1701, 4.2588], [1.4468, -4.6422, 3.3410], [-0.4294, -4.9578, 1.7998], [-1.8919, -4.0469, -0.0049], [-1.4641, -1.7484, -0.8391], [2.2673, -0.0235, -3.0866], [2.1404, -0.7967, -1.8215], [3.4752, -0.8264, -1.1785], [4.4915, -1.4166, -2.0493], [4.5552, -0.6325, -3.2904], [3.2638, -0.6022, -3.9892], [2.8671, -1.9840, -4.2870], [2.7689, -2.8041, -3.0712], [1.7859, -2.1918, -2.1780], [4.0737, -2.7809, -2.3931], [2.5486, 0.9986, -2.8340], [1.2953, -0.0043, -3.5795], [3.4084, -1.4059, -0.2583], [3.7583, 0.1933, -0.9240], [5.3046, -1.0736, -3.9487], [4.8548, 0.3893, -3.0518], [3.6010, -2.4309, -4.9591], [1.8956, -1.9730, -4.7839], [1.7288, -2.7784, -1.2608], [0.8052, -2.1917, -2.6585], [4.8217, -3.2263, -3.0499], [4.0091, -3.3748, -1.4796]],
  "forces_ev_per_angstrom": [[0.03, 0.67, -0.19], [0.01, 0.03, -0.02], [0.05, 0.04, -0.02], [-0.04, -0.01, -0.04], [0.05, -0.08, 0.01], [-0.04, -0.03, 0.04], [0.02, 0.03, 0.04], [-0.03, 0.03, -0.13], [0.05, 0.00, 0.06], [-0.06, -0.01, 0.03], [0.00, -0.04, -0.03], [0.04, 0.02, 0.00], [0.01, -0.05, -0.04], [-0.01, 0.05, -0.04], [-0.08, 0.07, -0.11], [0.06, 0.01, 0.00], [0.00, -0.03, 0.03], [0.01, 0.00, 0.01], [0.03, -0.09, 0.00], [-0.08, -0.12, 0.18], [0.03, 0.05, 0.00], [0.01, 0.04, -0.04], [-0.02, -0.03, -0.03], [0.01, -0.01, 0.02], [0.03, 0.02, 0.03], [-0.03, 0.02, 0.04], [-0.01, -0.05, -0.01], [0.03, -0.04, -0.04], [0.05, -0.02, -0.02], [-0.01, 0.04, 0.02], [0.02, -0.01, -0.04], [0.04, -0.02, 0.04], [-0.02, -0.02, 0.04], [-0.05, 0.04, 0.02], [-0.04, -0.22, -0.34], [0.00, -0.01, 0.15], [-0.01, 0.03, 0.02], [0.05, 0.03, 0.00], [-0.02, -0.02, 0.01], [0.06, 0.10, -0.05], [0.05, -0.06, 0.07], [-0.13, -0.01, -0.11], [-0.10, 0.05, -0.13], [0.04, -0.32, 0.64], [0.06, -0.18, -0.02], [-0.14, 0.08, 0.05], [0.05, 0.03, 0.03], [-0.06, -0.08, -0.01], [-0.04, 0.04, -0.05], [0.01, 0.07, -0.02], [0.01, 0.04, -0.02], [0.04, 0.04, 0.03], [0.03, -0.04, 0.04], [0.18, -0.21, 0.02], [0.10, -0.08, -0.34], [-0.04, -0.03, -0.11], [-0.07, 0.01, -0.05], [-0.16, -0.08, 0.06], [-0.02, -0.04, 0.11], [0.01, 0.08, 0.19], [0.02, 0.08, 0.05], [0.19, 0.08, -0.09], [-0.12, 0.14, -0.04], [-0.01, 0.03, 0.01], [-0.01, -0.04, 0.00], [-0.03, -0.04, 0.07], [0.01, 0.08, 0.01], [0.01, -0.01, -0.01], [-0.01, 0.00, 0.01], [0.02, 0.00, 0.01], [-0.01, 0.00, -0.02], [-0.02, -0.03, 0.06], [0.00, 0.01, -0.02], [0.01, -0.01, -0.02], [-0.01, 0.00, 0.01]],
  "lowdin_charge": [0.291, -0.101, -0.092, -0.123, -0.395, -0.085, -0.088, 1.086, -0.384, -0.119, -0.090, -0.099, -0.089, -0.086, -0.441, -0.111, -0.105, -0.109, -0.149, -0.212, 0.100, 0.102, 0.106, 0.106, 0.102, 0.105, 0.100, 0.099, 0.100, 0.095, 0.097, 0.096, 0.095, 0.061, 0.123, -0.261, -0.034, -0.083, -0.056, -0.154, -0.007, -0.039, -0.137, 0.053, -0.137, -0.002, 0.099, 0.112, 0.106, 0.110, 0.120, 0.112, 0.115, -0.176, -0.130, -0.161, -0.084, -0.168, -0.083, -0.167, -0.083, -0.171, -0.167, 0.129, 0.114, 0.119, 0.128, 0.123, 0.126, 0.124, 0.126, 0.119, 0.129, 0.123, 0.126]
}